Record 1
Computed, not measured: CHN3O in the gas phase, with wB97M-V/def2-TZVPD.

Properties
E_tot in eV: -7566.7930
HOMO energy in eV: -11.58
Energy above the lowest of the compared OMol25 structures with the same formula, charge and spin in eV: 4.9804
Structure (SMILES): c1nnon1
LUMO energy in eV: 0.41

Each atom is followed by the atoms it is bonded to, with distances in Å.
Element x y z (Å)
1 C 0.63963 0.36217 -0.08860  N2 1.485, N5 1.292, H6 1.291
2 N -0.77676 0.80679 -0.08430  C1 1.485, N3 1.171
3 N -1.46416 -0.13885 -0.01937  N2 1.171, O4 1.335
4 O -0.68236 -1.22047 -0.01910  N3 1.335, N5 1.385
5 N 0.66998 -0.92929 -0.08059  C1 1.292, O4 1.385
6 H 1.61368 1.11966 0.29196  C1 1.291

Results of the Mulliken charge analysis, in e, for atoms 1 through 5: 0.086 -0.212 0.058 -0.039 -0.177


Record 2
Computed, not measured: a 2-piece molecular cluster, CHN3O overall, with wB97M-V/def2-TZVPD.

Properties
E_tot in eV: -7567.4659
HOMO energy in eV: -11.50
Energy above the lowest of the compared OMol25 structures with the same formula, charge and spin in eV: 4.3075
LUMO energy in eV: 0.89

Each atom is followed by the atoms it is bonded to, with distances in Å.
Element x y z (Å)
1 C 0.63116 0.24437 1.60276  N3 1.163
2 N 0.93572 1.02570 -1.27181  N4 1.130
3 N 0.03844 -0.75559 1.62962  C1 1.163, H6 1.063
4 N -0.12894 0.73589 -1.51737  N2 1.130, O5 1.128
5 O -1.19718 0.47277 -1.76705  N4 1.128
6 H -0.27920 -1.72314 1.32386  N3 1.063

Results of the Mulliken charge analysis, in e, for atoms 1 through 5: -0.111 -0.279 -0.212 0.806 -0.533


Record 3
Computed, not measured: CHN3O in the gas phase, with wB97M-V/def2-TZVPD.

Properties
E_tot in eV: -7567.2935
HOMO energy in eV: -12.32
Energy above the lowest of the compared OMol25 structures with the same formula, charge and spin in eV: 4.4800
Structure (SMILES): c1nnon1
LUMO energy in eV: 0.20

Each atom is followed by the atoms it is bonded to, with distances in Å.
Element x y z (Å)
1 C 0.30065 -0.53018 0.39644  N2 1.392, N5 1.317, H6 1.064
2 N 0.62883 -0.10353 -0.88721  C1 1.392, N3 1.312
3 N -0.33218 0.75795 -1.12391  N2 1.312, O4 1.261
4 O -1.05692 0.84536 -0.09577  N3 1.261, N5 1.334
5 N -0.64087 0.17928 0.98312  C1 1.317, O4 1.334
6 H 1.10050 -1.14889 0.72732  C1 1.064

Results of the Mulliken charge analysis, in e, for atoms 1 through 5: 0.053 -0.280 0.068 0.027 -0.242


Record 4
Computed, not measured: a 2-piece molecular cluster, CHN3O2 overall, with wB97M-V/def2-TZVPD.

Properties
E_tot in eV: -9616.2570
HOMO energy in eV: -11.21
Energy above the lowest of the compared OMol25 structures with the same formula, charge and spin in eV: 1.1492
Structure (SMILES): N#[N+][O-].N=C=O
LUMO energy in eV: 0.68

Each atom is followed by the atoms it is bonded to, with distances in Å.
Element x y z (Å)
1 N -2.35227 3.56373 1.68472  N2 1.097
2 N -1.88805 3.19891 2.60915  N1 1.097, O3 1.124
3 O -1.29881 2.73397 3.44570  N2 1.124
4 N -1.28986 -1.13752 0.35249  C5 1.189, H7 1.057
5 C -0.93401 -0.07909 0.76106  N4 1.189, O6 1.173
6 O -0.61033 0.93436 1.25610  C5 1.173
7 H -0.94427 -2.06537 -0.01612  N4 1.057

Results of the Mulliken charge analysis, in e, for atoms 1 through 5: -0.347 0.871 -0.521 -0.405 0.514


Record 5
Computed, not measured: a 2-piece molecular cluster, CHN3O2 overall, with wB97M-V/def2-TZVPD.

Properties
E_tot in eV: -9616.3428
HOMO energy in eV: -11.10
Energy above the lowest of the compared OMol25 structures with the same formula, charge and spin in eV: 1.0634
Structure (SMILES): N#[N+][O-].N=C=O
LUMO energy in eV: 0.76

Each atom is followed by the atoms it is bonded to, with distances in Å.
Element x y z (Å)
1 N 2.51668 -0.20572 -0.12839  N2 1.107
2 N 1.61790 0.42120 0.02614  N1 1.107, O3 1.165
3 O 0.67384 1.07149 0.23184  N2 1.165
4 N -1.92390 -0.08942 -0.06891  C5 1.204, H7 0.972
5 C -0.85445 -0.63997 -0.01478  N4 1.204, O6 1.165
6 O -0.00068 -1.43228 -0.03959  C5 1.165
7 H -2.02940 0.87470 -0.00631  N4 0.972

Results of the Mulliken charge analysis, in e, for atoms 1 through 5: -0.296 0.853 -0.576 -0.525 0.706


Record 6
Computed, not measured: CHN3O2 in the gas phase, with wB97M-V/def2-TZVPD.

Properties
E_tot in eV: -9614.3109
HOMO energy in eV: -10.61
Energy above the lowest of the compared OMol25 structures with the same formula, charge and spin in eV: 3.0953
Structure (SMILES): O=c1nn[nH]o1
LUMO energy in eV: -0.70

Each atom is followed by the atoms it is bonded to, with distances in Å.
Element x y z (Å)
1 O -0.83841 1.41653 -1.66316  C2 1.252
2 C -0.34383 0.69671 -0.76544  O1 1.252, N3 1.507, O6 1.256
3 N 0.47219 -0.52110 -1.11490  C2 1.507, N4 1.352
4 N 0.69393 -1.24961 0.00230  N3 1.352, N5 1.415
5 N 0.30585 -0.37034 1.04040  N4 1.415, O6 1.388, H7 1.022
6 O -0.43408 0.66468 0.48677  C2 1.256, N5 1.388
7 H 0.14434 -0.63687 2.01403  N5 1.022

Results of the Mulliken charge analysis, in e, for atoms 1 through 5: -0.529 0.593 -0.163 -0.108 0.077